Entry A
15
Properties=species:S:1:pos:R:3:mulliken_charge:R:1 method="wB97M-V/def2-TZVPD" homo_lumo_gap_ha="0.299 / 0.310" e_lumo_ev="-0.45 / -1.28"
C -2.23 -1.93 0.66 -0.085
C -1.23 -0.11 0.36 0.695
C 0.90 0.75 1.05 -0.634
N -1.12 -1.29 0.95 -0.463
N -3.04 -1.23 -0.20 -0.701
N -2.35 -0.14 -0.45 0.225
N 0.55 0.29 -1.79 -0.522
N -0.36 0.89 0.38 -0.470
H -2.44 -2.85 1.20 0.400
H 1.62 0.74 0.20 0.253
H 1.14 1.73 1.63 0.264
H 1.00 -0.22 1.66 0.298
H -2.72 0.50 -1.17 0.280
H -0.33 0.30 -2.31 0.209
H 0.91 1.23 -1.95 0.252

Entry B
15
Properties=species:S:1:pos:R:3:mulliken_charge:R:1 method="wB97M-V/def2-TZVPD" homo_lumo_gap_ha=0.364 smiles=CN(N)c1ncn[nH]1 e_lumo_ev=0.97
C 0.42 -1.89 0.28 -0.875
N -0.33 -0.80 0.80 0.021
N -1.71 -0.80 0.56 -0.510
C 0.23 0.73 0.16 0.382
N 1.46 0.80 -0.29 -0.479
C 1.48 2.01 -0.89 -0.105
N 0.34 2.66 -0.83 -0.755
N -0.47 1.82 -0.16 0.266
H 0.08 -2.23 -0.71 0.313
H 1.47 -1.60 0.23 0.354
H 0.31 -2.71 1.00 0.286
H -2.00 -1.43 -0.19 0.213
H -2.21 -1.00 1.42 0.211
H 2.35 2.38 -1.39 0.428
H -1.43 2.06 0.04 0.250

Entry C
15
Properties=species:S:1:pos:R:3:mulliken_charge:R:1 method="wB97M-V/def2-TZVPD" homo_lumo_gap_ha=0.332 e_lumo_ev=0.51
C 2.46 -0.24 0.40 -0.240
N 1.68 0.66 -0.36 -0.455
N 1.43 1.62 0.66 -0.375
C 0.14 1.92 0.89 0.108
N -1.00 1.47 0.32 -0.634
C -0.99 0.28 -0.08 0.113
N -1.88 -0.37 -0.87 -0.211
N -1.54 -1.81 -0.90 -0.494
H 2.81 -0.31 1.45 0.289
H 2.74 -1.05 -0.32 0.284
H -0.18 2.70 1.54 0.428
H 0.02 -0.34 -0.01 0.371
H -3.06 -0.11 -0.92 0.329
H -0.65 -1.96 -1.56 0.284
H -1.96 -2.48 -0.24 0.202

Least stable = entry C

Entry A
14
Properties=species:S:1:pos:R:3:mulliken_charge:R:1 method="wB97M-V/def2-TZVPD" homo_lumo_gap_ha=0.392 smiles=CCC.S e_lumo_ev=0.85
C 2.32 1.00 -0.70 -1.153
C 1.82 -0.46 -0.62 -0.183
C 0.96 -0.87 -1.82 -1.016
H 3.18 1.13 -1.35 0.300
H 2.58 1.35 0.30 0.332
H 1.45 1.54 -1.06 0.329
H 1.25 -0.54 0.31 0.229
H 2.60 -1.22 -0.50 0.304
H 1.21 -1.85 -2.24 0.318
H -0.10 -0.83 -1.59 0.226
H 1.08 -0.20 -2.67 0.324
S -2.54 0.10 1.50 -0.249
H -1.86 0.39 2.61 0.141
H -1.48 0.37 0.73 0.097

Entry B
14
Properties=species:S:1:pos:R:3:mulliken_charge:R:1 method="wB97M-V/def2-TZVPD" homo_lumo_gap_ha=0.341 smiles=CSC.C e_lumo_ev=0.92
C -0.62 -0.71 1.64 -0.721
S -2.03 -0.38 0.64 -0.100
C -2.38 1.48 0.90 -0.812
H -0.50 -0.48 2.71 0.328
H 0.26 -0.31 1.13 0.249
H -0.64 -1.87 1.53 0.217
H -3.33 1.99 0.81 0.326
H -1.91 1.91 1.78 0.271
H -1.77 1.64 0.00 0.243
C 2.61 -0.66 -2.22 -0.914
H 3.45 -1.11 -2.78 0.256
H 2.67 0.44 -2.09 0.218
H 2.51 -1.12 -1.25 0.206
H 1.69 -0.82 -2.80 0.234

Entry C
14
Properties=species:S:1:pos:R:3:mulliken_charge:R:1 method="wB97M-V/def2-TZVPD" homo_lumo_gap_ha=0.340 smiles=CCS.C e_lumo_ev=0.46
C 1.50 1.45 3.30 -0.926
C 2.46 0.24 2.69 -0.309
S 1.28 -0.74 1.61 -0.343
H 0.88 0.88 4.14 0.264
H 0.73 1.68 2.56 0.304
H 2.02 2.37 3.54 0.295
H 3.45 0.34 2.20 0.366
H 2.55 -0.38 3.61 0.209
H 1.22 -1.40 0.38 0.140
C -3.27 -0.85 -4.78 -0.804
H -2.80 -1.89 -5.22 0.182
H -3.27 -0.82 -3.65 0.199
H -4.26 -0.77 -5.27 0.212
H -2.50 -0.10 -5.10 0.211

Least stable = entry C

Entry A
23
Properties=species:S:1:pos:R:3:mulliken_charge:R:1 method="wB97M-V/def2-TZVPD" homo_lumo_gap_ha=0.372 charge=+1 smiles="CNC(=O)C(=O)[N+](C)(C)C" e_lumo_ev=-3.79
C -0.32 -3.75 -1.14 -0.931
N -0.06 -2.37 -1.17 -0.151
C -0.21 -1.55 -0.10 0.547
O -0.41 -1.82 1.04 -0.490
C 0.09 0.22 -0.61 0.348
O 0.48 0.39 -1.71 -0.451
N -0.01 1.46 0.39 -0.028
C 1.35 1.29 0.99 -1.115
C -0.06 2.72 -0.41 -0.820
C -0.98 1.31 1.52 -0.865
H -1.30 -4.00 -1.19 0.402
H -0.01 -4.16 -2.07 0.377
H 0.15 -4.26 -0.29 0.286
H -0.08 -1.87 -2.03 0.243
H 1.27 2.03 1.78 0.491
H 1.68 0.32 1.25 0.400
H 2.09 1.54 0.27 0.445
H 0.51 2.43 -1.26 0.379
H -1.08 2.90 -0.76 0.389
H 0.32 3.52 0.18 0.365
H -1.11 2.23 2.02 0.358
H -1.83 0.84 1.17 0.386
H -0.48 0.58 2.14 0.435

Entry B
23
Properties=species:S:1:pos:R:3:mulliken_charge:R:1 method="wB97M-V/def2-TZVPD" homo_lumo_gap_ha=0.403 charge=+1 smiles="C[C@H]1CC(C)(C)N(O)[N+]1=O" e_lumo_ev=-4.13
C 2.27 -1.42 0.71 -1.259
C 1.23 -0.88 -0.45 0.057
C -0.26 -1.18 -0.16 -0.968
C -0.96 0.25 -0.09 0.786
C -1.82 0.33 1.18 -1.423
C -1.67 0.60 -1.42 -1.375
N 0.27 1.14 -0.05 0.481
O 0.10 2.46 0.32 -0.421
N 1.35 0.62 -0.28 0.691
O 2.38 1.21 -0.35 -0.682
H 2.02 -1.12 1.78 0.328
H 3.30 -1.14 0.51 0.390
H 2.16 -2.49 0.66 0.415
H 1.40 -1.00 -1.55 0.405
H -0.42 -1.80 -1.04 0.357
H -0.37 -1.72 0.78 0.436
H -2.23 1.38 1.11 0.412
H -1.12 0.13 2.07 0.343
H -2.65 -0.30 1.11 0.453
H -1.97 1.62 -1.32 0.393
H -2.57 -0.04 -1.29 0.418
H -1.35 0.39 -2.45 0.342
H 0.91 2.98 0.24 0.422

Least stable = entry B

Entry A
23
Properties=species:S:1:pos:R:3:mulliken_charge:R:1 method="wB97M-V/def2-TZVPD" homo_lumo_gap_ha=0.366 charge=+1 e_lumo_ev=-3.50
C 3.26 1.33 -0.58 -0.908
C -3.72 1.19 0.72 -0.629
C 2.76 0.54 0.31 0.046
C -2.92 0.74 -0.23 -0.177
C 1.52 -0.39 0.29 -0.210
C -2.41 -0.62 -0.35 0.728
N 1.17 -0.85 -1.04 -0.179
N 0.32 0.28 0.76 -0.501
O -3.24 -1.56 0.19 -0.457
O -1.42 -1.05 -0.96 -0.691
H 4.05 1.90 -0.21 0.297
H 2.83 1.55 -1.53 0.250
H -3.97 2.29 0.64 0.252
H -3.99 0.75 1.66 0.297
H 3.29 0.45 1.26 0.292
H -2.33 1.40 -0.99 0.308
H 1.65 -1.14 1.09 0.432
H 1.74 -1.69 -1.36 0.342
H 1.27 -0.08 -1.69 0.377
H 0.08 1.03 0.11 0.218
H 0.34 0.66 1.69 0.236
H -2.92 -2.49 0.40 0.379
H 0.04 -0.89 -0.96 0.300

Entry B
23
Properties=species:S:1:pos:R:3:mulliken_charge:R:1 method="wB97M-V/def2-TZVPD" homo_lumo_gap_ha=0.335 charge=+1 e_lumo_ev=-3.80
C -1.95 3.21 -0.40 0.566
C 0.54 -0.20 0.40 -0.346
C -3.65 3.20 -2.15 -0.690
C 0.52 -2.44 -0.17 -0.825
C 2.56 -1.19 -0.05 -0.973
C 1.39 -1.88 2.07 -1.012
N -2.66 2.80 -1.29 -0.226
N 1.29 -1.49 0.58 0.515
O -1.05 3.29 0.34 -0.508
O 0.53 0.50 1.45 -0.259
H -4.58 2.88 -1.79 0.294
H -3.57 4.28 -2.35 0.305
H -3.51 2.74 -3.09 0.262
H 0.75 -3.54 0.06 0.312
H -0.45 -2.21 0.10 0.451
H 0.63 -2.30 -1.31 0.323
H 2.88 -2.09 -0.55 0.396
H 2.46 -0.45 -0.87 0.444
H 3.31 -0.71 0.57 0.313
H 1.63 -2.88 2.18 0.397
H 2.12 -1.32 2.51 0.403
H 0.49 -1.64 2.53 0.396
H 0.33 1.45 1.23 0.461

Least stable = entry B

Entry A
26
Properties=species:S:1:pos:R:3:mulliken_charge:R:1 method="wB97M-V/def2-TZVPD" homo_lumo_gap_ha=0.423 charge=+1 e_lumo_ev=-2.58
N 1.06 -1.00 0.76 -0.395
H 0.94 -0.45 1.62 0.337
H 1.39 -1.96 1.05 0.371
H 0.18 -1.24 0.31 0.355
H 1.64 -0.37 0.19 0.356
H 2.62 2.44 -3.28 0.317
H 1.32 1.92 -2.46 0.329
O 2.05 2.55 -2.50 -0.638
H 2.31 -4.16 1.13 0.323
H 1.87 -3.93 -0.31 0.306
O 2.00 -3.48 0.53 -0.652
H 1.88 2.08 -0.13 0.295
H 3.36 1.51 0.02 0.302
O 2.43 1.34 0.19 -0.637
H -4.05 1.58 -0.06 0.297
H -4.66 0.13 0.52 0.292
O -3.92 0.70 0.29 -0.592
H -1.29 1.55 3.27 0.315
H -1.21 0.34 4.25 0.288
O -1.10 0.60 3.33 -0.633
H -1.69 0.66 1.63 0.321
H -1.95 0.23 0.25 0.347
O -1.28 0.11 0.95 -0.613
H -1.36 0.14 -4.43 0.316
H -1.60 -1.00 -3.46 0.316
O -0.98 -0.29 -3.65 -0.623

Entry B
26
Properties=species:S:1:pos:R:3:mulliken_charge:R:1 method="wB97M-V/def2-TZVPD" homo_lumo_gap_ha=0.435 charge=+1 e_lumo_ev=-2.84
N 1.45 1.19 0.01 -0.407
H 1.41 0.25 -0.40 0.274
H 2.42 1.49 -0.14 0.423
H 0.80 1.75 -0.58 0.342
H 1.14 1.23 0.97 0.345
H -2.16 0.83 -0.60 0.469
H -3.18 1.10 -1.74 0.312
O -2.33 0.70 -1.57 -0.719
H 3.51 1.18 2.20 0.308
H 4.24 0.09 1.36 0.295
O 3.41 0.57 1.46 -0.595
H -0.51 0.74 -2.07 0.397
H -0.39 1.82 -3.14 0.296
O 0.08 1.44 -2.39 -0.686
H -0.40 -2.37 -0.50 0.469
H 0.68 -3.23 0.31 0.323
O 0.48 -2.35 -0.01 -0.739
H -1.21 0.07 1.18 0.384
H -1.76 1.56 1.61 0.287
O -1.37 1.01 0.94 -0.723
H -0.21 -1.25 2.88 0.269
H 0.15 -1.64 1.37 0.402
O -0.06 -0.89 2.01 -0.661
H -1.86 -0.99 -1.26 0.337
H -2.52 -2.36 -0.67 0.339
O -1.82 -1.96 -1.19 -0.742

Least stable = entry A

Entry A
17
Properties=species:S:1:pos:R:3:mulliken_charge:R:1 method="wB97M-V/def2-TZVPD" homo_lumo_gap_ha=0.256 charge=-2 e_lumo_ev=7.04
C 0.45 -0.35 -0.23 -0.371
C 0.03 -1.41 0.83 -0.244
C 0.69 -2.70 0.74 -0.474
O 0.12 -3.47 -0.27 -0.935
C -0.29 0.97 -0.20 -0.337
O 0.05 2.02 -1.14 -0.519
H 1.65 -0.14 -0.10 0.197
H 0.41 -0.85 -1.23 0.167
H -1.13 -1.48 0.60 0.193
H 0.20 -1.05 1.90 0.285
H 0.69 -3.22 1.73 0.210
H 1.83 -2.44 0.66 0.093
H -0.23 1.45 0.88 0.139
H -1.33 0.61 -0.40 0.171
H -0.41 2.89 -1.11 0.454
H -1.50 4.88 -1.68 0.107
O -1.22 4.29 -1.00 -1.137

Entry B
17
Properties=species:S:1:pos:R:3:mulliken_charge:R:1 method="wB97M-V/def2-TZVPD" homo_lumo_gap_ha=0.256 charge=-2 e_lumo_ev=6.96
C -0.35 -1.79 -2.06 -0.524
O 0.31 -2.71 -2.89 -0.926
C 0.52 -1.08 -1.04 -0.188
C -0.37 -0.34 -0.02 -0.279
C 0.03 0.94 0.67 -0.617
O -0.92 1.46 1.62 -0.555
H -1.18 -2.11 -1.39 0.158
H -0.91 -0.92 -2.59 0.138
H 1.01 -1.92 -0.62 0.242
H 1.25 -0.39 -1.56 0.256
H -0.61 -1.09 0.80 0.135
H -1.36 -0.14 -0.48 0.195
H 0.95 0.76 1.14 0.387
H 0.23 1.74 -0.11 0.157
H -0.29 1.64 2.45 0.405
H 0.75 3.41 2.82 0.158
O 0.91 2.54 3.27 -1.143

Least stable = entry A